(1)
Below is a 2-piece molecular cluster, C28H26Cl4IN2O3P overall in a non-equilibrium geometry, with properties calculated with wB97M-V/def2-TZVPD.

Element x y z (Å)
C: -3.726 5.514 -2.560
C: -2.296 2.091 -0.780
Cl: -6.409 -5.767 -1.215
H: -5.171 1.735 -1.323
C: -1.918 2.379 0.702
H: -6.921 3.456 -2.477
C: 0.534 -0.866 1.331
C: 1.367 -1.710 -1.089
C: 4.418 -0.719 5.231
N: -3.430 3.456 2.930
H: 2.749 -0.714 2.808
H: -3.450 2.421 2.888
H: 5.571 -2.597 4.854
C: -5.826 3.758 -2.347
Cl: -4.450 -3.670 -1.639
C: -0.154 -1.429 -1.549
O: -3.896 -0.707 -2.043
C: 2.429 -2.256 -2.092
C: -0.814 -0.120 -0.869
H: 3.810 0.075 4.664
C: -2.170 0.662 -3.134
H: 6.909 -2.843 -1.553
H: -3.327 4.706 0.733
P: -2.558 3.898 1.654
C: -6.155 -4.010 -1.283
Cl: -7.178 -3.312 -2.559
H: 3.147 -2.806 3.825
C: -0.441 0.184 0.630
H: 5.218 -0.194 5.881
I: -5.070 0.052 -4.734
H: 3.713 -1.283 5.936
H: -5.921 5.894 -3.305
C: -1.749 0.865 -1.603
H: 4.396 -3.265 2.550
C: -3.310 3.133 -1.469
H: 5.876 -3.546 0.707
H: 7.845 -1.807 -0.342
Cl: -6.588 -3.288 0.283
H: 5.915 -1.195 3.646
C: -3.633 -0.058 -3.092
C: 5.803 -2.424 0.431
H: 2.188 -2.482 -3.195
H: 6.015 -1.845 1.391
O: -0.778 -2.147 -2.372
N: 3.508 -1.233 2.351
C: 6.802 -2.015 -0.769
H: -1.380 4.661 2.014
H: -0.698 1.531 2.535
H: -1.614 4.779 -1.693
H: -3.303 6.529 -2.867
C: -5.235 5.130 -2.786
C: 1.747 -1.396 0.408
O: 0.373 -1.303 2.507
C: -0.976 1.381 1.442
H: 6.339 -1.078 -1.262
C: -4.811 2.767 -1.670
H: -2.350 1.724 -3.554
C: -2.708 4.529 -1.883
C: 4.275 -2.150 -0.045
H: 4.702 -2.891 -2.231
C: 3.205 -1.583 0.966
H: -1.408 0.066 -3.742
C: 3.994 -2.391 3.159
C: 5.092 -1.789 4.202
C: 3.884 -2.483 -1.532

Highest occupied orbital energy: -0.310 Ha
Gap between HOMO and LUMO: 7.08 eV
SMILES: CCCNc1c(CC)ccc2c1C(=O)c1cc([PH2]=N)c(-c3ccccc3)c(CC(=O)I)c1C2=O.ClC(Cl)(Cl)Cl

---

(2)
Below is C28H26ClIN6O4SZr as an isolated structure in a non-equilibrium geometry, with properties calculated with wB97M-V/def2-TZVPD.

Element x y z (Å)
C: -2.734 -3.114 2.344
H: -1.355 2.492 -1.386
H: -1.421 3.640 -2.816
C: -1.412 2.261 4.093
H: 3.510 0.754 -0.789
H: 0.355 5.135 -2.722
H: -4.353 -4.568 2.529
C: -3.820 -2.699 -0.305
H: -3.504 -2.063 -3.585
O: -2.722 -5.379 -5.028
H: 1.958 -0.963 4.078
N: -2.112 -0.988 -0.684
H: -4.854 -3.323 -2.153
N: 2.469 2.627 -1.000
S: -1.864 1.995 1.206
C: 1.218 2.350 -1.315
C: 2.458 -3.563 -1.653
H: 0.934 0.506 5.736
H: -1.957 -0.290 -2.632
C: -2.242 -2.109 1.461
Zr: -0.200 0.030 0.753
Cl: -5.775 -4.585 0.162
C: 2.444 -1.693 1.620
N: 0.511 3.085 -2.188
C: 1.920 -0.200 3.329
O: -1.237 -1.327 1.898
C: 2.756 -3.222 -0.325
N: 0.177 1.213 2.534
H: 4.117 3.999 -1.109
N: 1.666 -0.712 1.990
C: 1.611 -2.672 -2.347
C: 3.249 1.653 -0.265
H: 2.669 1.291 0.641
C: -2.509 -0.916 -1.977
H: 4.170 2.077 0.052
C: -2.695 -1.928 0.110
H: -0.361 3.265 2.438
H: 2.878 5.518 -2.629
H: -2.257 2.936 4.209
C: 3.252 3.600 -1.714
C: -0.898 2.837 -2.325
O: 3.434 -2.163 2.209
H: 3.760 3.061 -2.569
C: 2.390 4.769 -2.072
H: -1.124 1.832 6.139
C: -3.434 -1.806 -2.493
C: 0.407 0.948 4.915
C: 2.057 -2.188 0.289
N: 1.099 -1.423 -0.376
C: -4.397 -3.650 0.597
H: 0.395 -0.920 -2.319
C: -0.751 2.251 2.683
C: -3.652 -4.722 -5.019
H: 1.385 -2.930 -3.363
I: -1.801 -3.668 4.158
C: -0.779 1.681 5.154
H: 1.155 4.153 -3.845
H: 3.519 -3.738 0.319
C: 1.050 -1.551 -1.722
H: -1.000 1.953 -2.945
O: 0.673 1.262 -0.907
H: 2.876 -4.456 -2.210
H: 2.859 0.394 3.251
C: 1.094 4.340 -2.742
C: 0.791 0.728 3.631
C: -4.167 -2.635 -1.677
C: -3.878 -3.836 1.869
H: 1.997 5.366 -1.191

Highest occupied orbital energy (spin up / spin down): -0.216 / -0.216 Ha
Gap between HOMO and LUMO (spin up / spin down): 5.09 / 5.09 eV
Relative energy (zero: lowest compared OMol25 entry of this formula, charge and spin): 0.0624 eV

---

(3)
Below is a 2-piece molecular cluster, C28H26ClN3O4S overall in a non-equilibrium geometry, with properties calculated with wB97M-V/def2-TZVPD.

Element x y z (Å)
H: 0.027 -2.755 2.977
H: -2.761 1.408 -3.037
C: 5.995 0.997 -5.004
H: 5.665 1.724 -5.760
O: 2.333 -1.731 3.392
H: 2.206 -1.162 0.726
C: 3.543 0.353 -2.349
C: -0.900 4.425 0.770
H: 3.968 3.176 -0.526
H: 1.948 -0.113 -1.023
C: 1.358 3.623 0.099
H: -0.227 1.553 2.668
H: -0.692 5.491 0.598
H: 5.990 -0.001 -5.445
C: -0.710 0.576 2.687
C: 4.847 2.087 -3.079
H: 5.107 4.085 -2.573
C: 1.919 2.769 -0.894
H: 1.544 1.273 -3.411
C: 3.281 2.554 -1.104
H: -0.722 0.690 -4.261
H: 1.765 5.564 0.903
H: 7.020 1.255 -4.704
O: 2.119 0.767 3.675
O: -4.792 0.155 2.186
H: -0.800 4.221 1.845
C: -0.561 -1.846 2.861
C: -0.628 1.256 -3.334
C: -1.948 -1.940 2.765
H: -2.533 2.781 -0.914
C: 2.596 -0.500 -1.804
H: 4.823 -1.651 -4.834
C: -2.097 0.490 2.604
H: -1.925 4.211 0.458
C: 3.855 1.748 -2.118
H: 3.167 -3.246 -3.750
H: -2.718 1.379 2.527
C: 0.062 -0.589 2.818
H: 1.847 -2.519 -1.779
C: 2.522 -1.816 -2.269
C: -1.668 2.429 -1.470
H: 5.224 3.795 -4.323
N: 5.101 0.999 -3.857
O: -4.618 -2.037 2.296
S: 1.868 -0.442 2.926
C: -0.388 2.717 -1.022
C: -2.719 -0.776 2.609
N: -4.118 -0.889 2.354
H: 1.794 4.240 2.103
C: 2.034 4.507 1.061
N: 0.006 3.587 0.001
C: 5.481 3.392 -3.332
Cl: 3.968 0.349 1.147
C: 0.654 1.558 -2.857
C: 4.217 -1.366 -3.975
C: 0.786 2.245 -1.656
C: 3.297 -2.234 -3.368
C: -1.779 1.668 -2.643
C: 4.342 -0.094 -3.429
C: 2.387 -0.236 1.272
H: 3.112 4.401 0.919
H: 6.576 3.347 -3.255
H: -2.451 -2.904 2.794

Highest occupied orbital energy: -0.221 Ha
Gap between HOMO and LUMO: 4.38 eV
Relative energy (zero: lowest compared OMol25 entry of this formula, charge and spin): 0.0000 eV

---

(4)
Below is a 2-piece molecular cluster, C28H26FN2 overall in a non-equilibrium geometry, with properties calculated with wB97M-V/def2-TZVPD.

Element x y z (Å)
H: -5.297 -2.175 -2.030
C: -0.844 -2.453 -5.446
H: 1.469 -2.160 1.061
H: -1.263 -5.111 -0.848
C: -5.091 -4.098 -2.992
C: -4.363 1.145 2.384
C: -0.240 -4.728 -1.011
H: -4.562 -5.951 -3.983
H: 4.489 0.173 3.116
H: 3.166 -7.153 -4.229
C: 1.757 -1.289 1.646
H: -0.647 -1.438 0.751
H: 3.828 -1.847 1.766
H: -0.694 -2.318 -2.410
C: 0.731 -4.157 -4.501
C: -1.950 1.223 2.588
N: -0.227 -3.171 -4.338
C: -0.568 -0.600 1.457
C: -3.237 -2.618 -2.493
C: 2.277 -5.688 -5.521
H: 1.252 -4.086 -6.592
H: -0.077 -3.883 -0.318
H: -3.261 2.681 3.451
C: -4.252 -0.052 1.655
F: 2.802 1.995 3.926
C: -2.343 -3.555 -3.033
H: -0.811 -1.363 -5.294
C: 1.410 -4.599 -5.646
C: 0.734 -0.345 1.969
C: 1.130 0.763 2.790
C: 2.463 0.906 3.157
N: -0.028 -4.298 -2.381
H: 0.427 1.507 3.125
C: 3.459 0.011 2.795
H: -2.139 -5.460 -4.044
C: -1.795 0.026 1.823
C: -2.832 -4.743 -3.593
H: -1.077 1.750 2.956
H: -6.155 -4.322 -2.970
H: 0.471 -5.525 -0.743
H: -5.152 -0.549 1.291
C: 0.883 -4.828 -3.271
H: -2.914 -1.532 0.824
C: -4.609 -2.901 -2.468
C: -3.008 -0.600 1.385
C: -3.199 1.760 2.864
H: 1.903 -6.383 -2.180
C: -4.206 -5.016 -3.562
H: -0.302 -2.658 -6.383
H: -5.340 1.585 2.589
H: 2.818 -6.050 -6.389
H: -2.839 -1.677 -2.090
C: -0.841 -3.268 -3.013
H: -1.899 -2.744 -5.592
C: 3.077 -1.114 2.049
C: 1.769 -5.910 -3.151
C: 2.465 -6.325 -4.291

Highest occupied orbital energy: -0.315 Ha
Gap between HOMO and LUMO: 2.29 eV
Relative energy (zero: lowest compared OMol25 entry of this formula, charge and spin): 0.1848 eV
Net charge: +1